Entry 1:
DFT (ωB97M-V with the def2-TZVPD basis set) results for C29H56AgO17S7 as an isolated structure in a non-equilibrium geometry.

Atoms and positions in Å:
Ag 10.261 16.056 14.150
C 4.424 16.579 13.022
O 4.672 15.989 12.071
O 3.898 17.131 13.907
O 8.488 16.976 14.214
C 12.829 12.332 16.511
C 13.840 12.723 15.405
C 14.378 14.022 15.901
S 12.920 14.977 16.495
O 12.298 15.694 15.392
O 13.173 15.729 17.733
C 11.894 13.524 16.682
H 13.360 12.158 17.424
H 12.296 11.413 16.392
H 13.396 12.885 14.442
H 14.591 11.933 15.296
H 14.840 14.516 15.096
H 15.008 13.872 16.824
H 11.132 13.531 16.010
H 11.463 13.527 17.690
C 7.439 12.873 12.031
C 7.650 11.328 12.392
C 8.787 11.186 13.460
S 8.906 12.868 14.198
O 10.111 13.520 13.883
O 8.528 12.822 15.597
C 7.579 13.628 13.323
H 6.408 13.066 11.717
H 8.077 13.199 11.229
H 8.017 10.852 11.439
H 6.779 10.803 12.729
H 9.725 11.000 12.968
H 8.565 10.488 14.312
H 7.922 14.664 13.255
H 6.689 13.562 13.965
C 9.129 18.275 9.336
C 7.946 17.511 9.950
C 7.773 16.176 9.225
S 9.410 15.645 8.970
O 9.523 15.020 7.648
O 9.859 14.836 10.099
C 10.260 17.311 9.054
H 9.497 19.088 9.960
H 8.794 18.777 8.441
H 6.991 18.032 9.806
H 8.029 17.229 11.072
H 7.455 16.318 8.152
H 7.228 15.370 9.728
H 10.815 17.577 8.207
H 11.006 17.289 9.918
C 14.057 14.415 9.102
C 13.047 13.221 9.240
C 12.449 13.303 10.700
S 13.805 13.872 11.694
O 14.688 12.699 11.985
O 13.451 14.734 12.784
C 14.507 14.908 10.480
H 13.600 15.254 8.607
H 14.819 14.004 8.494
H 13.693 12.323 9.139
H 12.290 13.144 8.462
H 12.061 12.378 11.076
H 11.744 14.148 10.705
H 15.633 14.931 10.611
H 14.071 15.888 10.735
C 8.461 16.586 18.104
C 7.240 17.558 17.906
C 6.152 16.763 17.220
S 6.602 15.047 16.981
O 6.115 14.558 15.704
O 6.300 14.336 18.175
C 8.326 15.533 16.954
H 8.439 16.101 19.070
H 9.437 17.041 18.039
H 7.649 18.451 17.378
H 6.941 17.949 18.855
H 5.790 17.228 16.243
H 5.263 16.797 17.869
H 8.474 15.830 15.932
H 8.863 14.579 17.060
C 14.618 8.148 13.680
C 13.733 6.915 13.592
C 12.239 7.523 13.783
S 12.339 9.068 12.958
O 11.880 10.022 13.948
O 11.781 9.062 11.603
C 14.057 9.185 12.770
H 15.647 7.895 13.332
H 14.680 8.594 14.680
H 13.858 6.006 14.253
H 13.841 6.497 12.599
H 11.982 7.746 14.807
H 11.405 7.051 13.322
H 14.369 10.224 12.855
H 14.276 8.896 11.791
C 11.259 19.478 15.162
C 12.572 19.866 14.520
C 12.690 19.080 13.220
S 11.054 18.976 12.605
O 10.763 17.594 12.338
O 10.865 19.940 11.574
C 10.192 19.541 14.098
H 11.060 20.007 16.135
H 11.415 18.437 15.455
H 13.472 19.735 15.167
H 12.539 20.901 14.300
H 12.832 18.001 13.309
H 13.399 19.421 12.445
H 9.304 18.854 14.159
H 9.736 20.549 13.909

The electronic energy is -5351.72427 hartree. The expectation value of S² is 0.7599. The calculation puts the HOMO energy (spin up / spin down) at -8.29 / -7.67 eV. Its spin multiplicity is 2. The value obtained for the orbital gap (spin up / spin down) is 8.6 / 7.4 eV. The LUMO energy (spin up / spin down) is 0.3 / -0.3 eV.

***

Entry 2:
DFT (ωB97M-V with the def2-TZVPD basis set) results for C29H56BiClPSi as an isolated structure in a non-equilibrium geometry.

Atoms and positions in Å:
Bi -1.019 -1.679 0.576
Cl 0.012 -0.819 2.667
P 0.054 0.223 -2.336
C -0.147 0.433 -0.587
H -0.968 1.102 -0.322
H 0.775 0.684 -0.057
C -1.332 -0.774 -3.009
C 1.655 -0.655 -2.617
C -1.488 -0.705 -4.539
H -1.056 -1.814 -2.741
C -2.482 -1.771 -5.011
H -1.862 0.289 -4.831
H -0.533 -0.849 -5.061
C -3.843 -1.661 -4.308
H -2.615 -1.680 -6.095
H -2.053 -2.766 -4.818
C -3.748 -1.477 -2.787
H -4.393 -0.812 -4.737
H -4.431 -2.559 -4.527
C -2.689 -0.451 -2.358
H -4.723 -1.166 -2.390
H -3.515 -2.447 -2.324
H -3.008 0.559 -2.659
H -2.640 -0.435 -1.256
C 0.075 1.884 -3.134
C 2.850 0.298 -2.424
H 1.689 -1.418 -1.816
C 4.190 -0.434 -2.570
H 2.799 1.100 -3.176
H 2.802 0.792 -1.443
C 4.286 -1.205 -3.890
H 4.999 0.303 -2.513
H 4.320 -1.125 -1.723
C 3.083 -2.123 -4.127
H 4.356 -0.487 -4.718
H 5.211 -1.793 -3.909
C 1.746 -1.392 -3.966
H 3.133 -2.544 -5.140
H 3.120 -2.972 -3.429
H 1.640 -0.667 -4.788
H 0.926 -2.118 -4.076
C -1.280 2.591 -3.008
H 0.805 2.435 -2.512
C -1.160 4.062 -3.420
H -2.017 2.095 -3.659
H -1.659 2.531 -1.978
C -0.602 4.210 -4.843
H -2.145 4.540 -3.352
H -0.500 4.581 -2.709
C 0.680 3.395 -5.070
H -1.367 3.883 -5.561
H -0.407 5.268 -5.053
C 0.568 1.940 -4.591
H 0.940 3.399 -6.135
H 1.510 3.877 -4.534
H -0.135 1.398 -5.242
H 1.543 1.446 -4.705
C -1.625 3.174 0.554
C -0.268 3.259 0.329
H -2.347 3.286 -0.260
C 0.710 3.371 1.453
H 0.136 3.409 -0.676
C 0.171 2.779 2.768
H 1.659 2.883 1.184
H 0.962 4.434 1.628
C -1.266 3.210 3.055
H 0.207 1.683 2.703
H 0.814 3.070 3.608
C -2.212 2.865 1.894
H -1.619 2.741 3.981
H -1.294 4.296 3.214
H -2.469 1.791 1.960
H -3.163 3.401 2.017
C 3.445 -3.080 0.070
Si 1.906 -3.877 0.793
C 2.035 -5.741 0.587
C 1.846 -3.574 2.640
C 0.413 -3.299 -0.213
H 4.337 -3.560 0.500
H 3.497 -2.007 0.299
H 3.491 -3.213 -1.021
H 2.661 -6.168 1.381
H 1.044 -6.209 0.644
H 2.484 -5.999 -0.381
H 2.240 -2.586 2.911
H 0.827 -3.660 3.040
H 2.465 -4.335 3.140
H 0.653 -3.026 -1.253
H -0.308 -4.137 -0.273

The electronic energy is -2444.19272 hartree. The calculation puts the HOMO energy (spin up / spin down) at -0.09 / 0.17 eV. The value obtained for the orbital gap (spin up / spin down) is 2.4 / 2.1 eV. The LUMO energy (spin up / spin down) is 2.3 / 2.3 eV. Its net charge is -1.

***

Entry 3:
DFT (ωB97M-V with the def2-TZVPD basis set) results for C29H56ClOsPSi as an isolated structure in a non-equilibrium geometry.

Atoms and positions in Å:
Os -0.589 0.692 1.802
Cl -2.904 0.931 1.344
P -0.505 0.264 -0.695
C -0.670 2.426 2.417
H 0.237 2.983 2.718
H -1.580 3.031 2.539
C 0.892 -0.629 -1.641
C -0.464 2.024 -1.351
C 2.264 0.035 -1.474
H 0.901 -1.601 -1.114
C 3.394 -0.880 -1.975
H 2.288 0.973 -2.048
H 2.454 0.309 -0.432
C 3.197 -1.334 -3.428
H 4.351 -0.352 -1.880
H 3.443 -1.768 -1.327
C 1.771 -1.822 -3.719
H 3.442 -0.502 -4.105
H 3.906 -2.138 -3.657
C 0.679 -0.913 -3.138
H 1.626 -1.904 -4.804
H 1.647 -2.833 -3.303
H 0.682 0.038 -3.692
H -0.289 -1.387 -3.330
C -2.085 -0.407 -1.498
C 0.016 2.357 -2.771
H -1.523 2.323 -1.262
C -0.200 3.859 -3.032
H 1.084 2.115 -2.871
H -0.506 1.777 -3.544
C 0.371 4.776 -1.937
H 0.241 4.123 -4.002
H -1.283 4.035 -3.108
C 0.007 4.317 -0.528
H 1.465 4.800 -2.020
H 0.022 5.802 -2.094
C 0.358 2.843 -0.381
H 0.543 4.895 0.234
H -1.067 4.448 -0.336
H 1.432 2.682 -0.571
H 0.154 2.518 0.659
C -2.140 -1.937 -1.484
H -2.861 -0.049 -0.801
C -3.502 -2.460 -1.978
H -1.347 -2.351 -2.123
H -1.947 -2.313 -0.469
C -3.936 -1.860 -3.325
H -3.459 -3.554 -2.064
H -4.264 -2.218 -1.222
C -3.787 -0.335 -3.396
H -3.346 -2.317 -4.133
H -4.984 -2.123 -3.520
C -2.433 0.162 -2.880
H -3.911 0.000 -4.435
H -4.584 0.140 -2.804
H -1.660 -0.127 -3.606
H -2.452 1.258 -2.864
C -0.486 -2.314 1.957
C -0.774 -1.214 2.710
H 0.186 -2.213 1.114
C -2.003 -1.226 3.652
H 0.079 -0.932 3.386
C -2.147 -2.606 4.307
H -1.873 -0.460 4.424
H -2.900 -0.942 3.095
C -2.081 -3.745 3.300
H -1.342 -2.723 5.037
H -3.074 -2.655 4.886
C -0.793 -3.674 2.449
H -2.143 -4.710 3.819
H -2.940 -3.688 2.624
H 0.031 -4.034 3.098
H -0.866 -4.389 1.617
C 4.332 0.289 2.769
Si 2.574 0.556 3.380
C 2.195 -0.834 4.572
C 2.484 2.209 4.243
C 1.454 0.519 1.809
H 5.035 0.411 3.601
H 4.604 1.007 1.987
H 4.458 -0.721 2.363
H 3.068 -0.960 5.229
H 1.329 -0.611 5.206
H 2.022 -1.790 4.061
H 2.436 3.041 3.531
H 1.611 2.267 4.904
H 3.385 2.345 4.857
H 1.727 -0.396 1.260
H 1.818 1.375 1.212

The electronic energy is -2320.14882 hartree. The expectation value of S² is 6.0316. The calculation puts the HOMO energy (spin up / spin down) at -6.06 / -7.40 eV. Its spin multiplicity is 5. The value obtained for the orbital gap (spin up / spin down) is 6.6 / 6.3 eV. The LUMO energy (spin up / spin down) is 0.6 / -1.1 eV.

***

- What is the electronic energy in the third record?
  -2320.14882 hartree

***

Repeat the third record exactly.
DFT (ωB97M-V with the def2-TZVPD basis set) results for C29H56ClOsPSi as an isolated structure in a non-equilibrium geometry.

Atoms and positions in Å:
Os -0.589 0.692 1.802
Cl -2.904 0.931 1.344
P -0.505 0.264 -0.695
C -0.670 2.426 2.417
H 0.237 2.983 2.718
H -1.580 3.031 2.539
C 0.892 -0.629 -1.641
C -0.464 2.024 -1.351
C 2.264 0.035 -1.474
H 0.901 -1.601 -1.114
C 3.394 -0.880 -1.975
H 2.288 0.973 -2.048
H 2.454 0.309 -0.432
C 3.197 -1.334 -3.428
H 4.351 -0.352 -1.880
H 3.443 -1.768 -1.327
C 1.771 -1.822 -3.719
H 3.442 -0.502 -4.105
H 3.906 -2.138 -3.657
C 0.679 -0.913 -3.138
H 1.626 -1.904 -4.804
H 1.647 -2.833 -3.303
H 0.682 0.038 -3.692
H -0.289 -1.387 -3.330
C -2.085 -0.407 -1.498
C 0.016 2.357 -2.771
H -1.523 2.323 -1.262
C -0.200 3.859 -3.032
H 1.084 2.115 -2.871
H -0.506 1.777 -3.544
C 0.371 4.776 -1.937
H 0.241 4.123 -4.002
H -1.283 4.035 -3.108
C 0.007 4.317 -0.528
H 1.465 4.800 -2.020
H 0.022 5.802 -2.094
C 0.358 2.843 -0.381
H 0.543 4.895 0.234
H -1.067 4.448 -0.336
H 1.432 2.682 -0.571
H 0.154 2.518 0.659
C -2.140 -1.937 -1.484
H -2.861 -0.049 -0.801
C -3.502 -2.460 -1.978
H -1.347 -2.351 -2.123
H -1.947 -2.313 -0.469
C -3.936 -1.860 -3.325
H -3.459 -3.554 -2.064
H -4.264 -2.218 -1.222
C -3.787 -0.335 -3.396
H -3.346 -2.317 -4.133
H -4.984 -2.123 -3.520
C -2.433 0.162 -2.880
H -3.911 0.000 -4.435
H -4.584 0.140 -2.804
H -1.660 -0.127 -3.606
H -2.452 1.258 -2.864
C -0.486 -2.314 1.957
C -0.774 -1.214 2.710
H 0.186 -2.213 1.114
C -2.003 -1.226 3.652
H 0.079 -0.932 3.386
C -2.147 -2.606 4.307
H -1.873 -0.460 4.424
H -2.900 -0.942 3.095
C -2.081 -3.745 3.300
H -1.342 -2.723 5.037
H -3.074 -2.655 4.886
C -0.793 -3.674 2.449
H -2.143 -4.710 3.819
H -2.940 -3.688 2.624
H 0.031 -4.034 3.098
H -0.866 -4.389 1.617
C 4.332 0.289 2.769
Si 2.574 0.556 3.380
C 2.195 -0.834 4.572
C 2.484 2.209 4.243
C 1.454 0.519 1.809
H 5.035 0.411 3.601
H 4.604 1.007 1.987
H 4.458 -0.721 2.363
H 3.068 -0.960 5.229
H 1.329 -0.611 5.206
H 2.022 -1.790 4.061
H 2.436 3.041 3.531
H 1.611 2.267 4.904
H 3.385 2.345 4.857
H 1.727 -0.396 1.260
H 1.818 1.375 1.212

The electronic energy is -2320.14882 hartree. The expectation value of S² is 6.0316. The calculation puts the HOMO energy (spin up / spin down) at -6.06 / -7.40 eV. Its spin multiplicity is 5. The value obtained for the orbital gap (spin up / spin down) is 6.6 / 6.3 eV. The LUMO energy (spin up / spin down) is 0.6 / -1.1 eV.

***

- The lowest electronic energy belongs to which entry?
  C29H56AgO17S7

***

- Which of these has the lowest electronic energy?
  C29H56AgO17S7